No. 1
This record from the OMol25 dataset describes C31H32F6N2O4S6Sc as an isolated structure at a distorted geometry. The level of theory is ωB97M-V/def2-TZVPD.

As for the charge: -1. As for the HOMO-LUMO gap (spin up / spin down): 0.24724 / 0.23964 hartree. The LUMO energy (spin up / spin down) comes out at 1.99 / 1.99 eV. The calculation puts the energy above the lowest of the compared OMol25 structures with the same formula, charge and spin at 307.0 kJ/mol. The value obtained for the calculated total energy is -5360.05469 hartree.

Each line ends with the Mulliken charge.
CARTESIAN COORDINATES (ANGSTROEM)
1 Sc -0.34859 1.22203 -0.01523  -1.0908
2 C 4.31590 0.58617 0.07164  -0.9781
3 C 4.15028 -0.88874 0.42686  -0.9787
4 S 2.47538 -1.49687 0.11591  0.2249
5 C 2.08859 -2.33658 1.66721  0.1483
6 C 2.11151 -1.50387 2.95008  -1.3810
7 S 1.06712 -0.02159 2.88500  0.1922
8 C 2.22218 1.25339 3.42852  -0.6592
9 C 3.47220 1.47481 2.58135  -1.1411
10 S 3.13682 1.72938 0.81846  0.4004
11 H 4.17735 0.73042 -1.00187  0.3886
12 H 5.33590 0.90109 0.30646  0.4774
13 H 4.39771 -1.06091 1.47450  0.3709
14 H 4.86046 -1.47103 -0.16419  0.5591
15 H 2.75077 -3.19797 1.78919  0.6634
16 H 1.08602 -2.73070 1.49190  -0.7597
17 H 3.13183 -1.20221 3.18931  0.5936
18 H 1.77679 -2.14250 3.77096  0.6068
19 H 2.52433 1.04996 4.45898  0.6400
20 H 1.61432 2.15783 3.44431  0.0275
21 H 4.15882 0.63351 2.68270  0.4287
22 H 3.99247 2.35295 2.96897  0.6065
23 F -4.02798 3.32447 2.83047  -0.2531
24 C -3.65179 2.43821 1.90512  0.5727
25 F -2.89736 1.50884 2.50299  -0.2116
26 F -4.75077 1.83859 1.43555  -0.2487
27 S -2.74696 3.31658 0.53439  0.8339
28 O -2.16080 2.17993 -0.23836  -0.5455
29 O -3.78360 3.99112 -0.18122  -0.6609
30 N -1.72759 4.26476 1.16969  -0.3373
31 S -0.65221 3.72793 2.34658  0.0983
32 O 1.29528 4.46074 -0.02451  -0.6235
33 O -0.03861 2.37711 1.53745  -0.3229
34 C -0.58072 5.62688 2.89760  0.6029
35 F 0.40096 5.69871 3.83710  -0.2756
36 F -1.71957 6.01756 3.51277  -0.2532
37 F -0.29651 6.53119 1.96169  -0.2284
38 S 0.40791 0.46124 -4.91201  -0.5021
39 C 0.36961 -1.17868 -4.36202  0.8828
40 C 0.40389 -2.34759 -5.11420  -0.6479
41 C 0.39535 -3.55473 -4.44136  -0.7109
42 C 0.34112 -3.59027 -3.04528  -1.2259
43 C 0.29301 -2.42863 -2.30126  0.8590
44 C 0.31839 -1.20164 -2.96252  -1.2683
45 N 0.32433 0.05377 -2.36014  0.4795
46 C 0.37621 0.99942 -3.24743  0.8311
47 C 0.50974 2.41950 -2.90398  0.9597
48 C 0.59302 3.36588 -3.92933  -1.2086
49 C 0.84909 4.68356 -3.59749  -0.7797
50 C 1.06594 5.02297 -2.27158  -0.8591
51 C 0.98073 4.04689 -1.28054  0.3104
52 C 0.63776 2.71042 -1.53859  0.5428
53 H 0.44319 -2.31151 -6.19493  0.3987
54 H 0.42794 -4.48013 -5.00202  0.3978
55 H 0.32150 -4.54300 -2.53305  0.4487
56 H 0.22321 -2.45336 -1.22451  0.3705
57 H 0.46412 3.08421 -4.96801  0.3960
58 H 0.90157 5.44235 -4.36818  0.3749
59 H 1.30013 6.03924 -1.98082  0.4722
60 H 1.16775 3.69277 0.55127  -0.0535
61 C -1.86529 -1.77055 2.31074  -1.5662
62 C -2.22882 -1.77680 0.82353  3.7590
63 C -3.69832 -1.31451 0.71361  -1.6643
64 C -1.36827 -0.81223 0.02620  -0.4476
65 C -2.11277 -3.19395 0.24651  -0.4437
66 C -1.37639 -4.19779 0.87285  0.1961
67 C -1.27527 -5.47458 0.33188  -0.8345
68 C -1.92714 -5.78775 -0.84893  -0.5813
69 C -2.66346 -4.80001 -1.49007  -0.7599
70 C -2.74183 -3.52566 -0.95618  -0.2908
71 H -2.08587 -0.79524 2.74150  0.1524
72 H -0.80242 -1.95098 2.46538  -0.1139
73 H -2.42788 -2.52553 2.86746  0.4474
74 H -3.80893 -0.33788 1.17587  0.0929
75 H -4.36475 -2.01822 1.22212  0.4638
76 H -4.02093 -1.22131 -0.32227  0.3409
77 H -1.60621 -0.97670 -1.03818  0.6389
78 H -0.88126 -3.99436 1.81280  0.2676
79 H -0.69247 -6.22810 0.84790  0.3897
80 H -1.86037 -6.78395 -1.26781  0.3864
81 H -3.16805 -5.01871 -2.42306  0.3829
82 H -3.29882 -2.76899 -1.49225  0.2296

No. 2
This record from the OMol25 dataset describes C31H32FN6O10Pd as an isolated structure. The level of theory is ωB97M-V/def2-TZVPD.

As for the charge: +1. As for the HOMO-LUMO gap (spin up / spin down): 0.26956 / 0.23737 hartree. The LUMO energy (spin up / spin down) comes out at -3.51 / -4.76 eV. The calculation puts the energy above the lowest of the compared OMol25 structures with the same formula, charge and spin at 19.4 kJ/mol. The value obtained for the calculated total energy is -2508.91475 hartree. The spin multiplicity is 5.

Each line ends with the Mulliken spin population.
CARTESIAN COORDINATES (ANGSTROEM)
1 Pd -1.81594 2.51555 0.49212  1.7918
2 O -1.72837 9.27629 -0.17534  0.5624
3 C -2.73169 8.91270 0.43857  0.0921
4 O -3.77770 9.26729 0.90602  0.1801
5 C -2.50749 7.29438 0.53328  0.1350
6 C -1.95132 6.78932 1.68963  -0.0099
7 C -1.87200 5.41228 1.78321  0.0140
8 N -2.29431 4.62714 0.79242  0.1035
9 C -2.81355 5.14300 -0.31799  -0.0128
10 C -2.94430 6.50788 -0.50329  0.0020
11 C -3.24461 4.17083 -1.39278  0.0388
12 O -3.89691 4.57813 -2.32044  0.0523
13 O -2.86703 2.93216 -1.21122  0.2954
14 H -1.60837 7.42384 2.49411  0.0090
15 H -1.46131 4.91670 2.65344  0.0076
16 H -3.37655 6.88482 -1.41993  0.0097
17 C -3.75598 -5.02525 -0.23843  0.0007
18 C -3.25630 -4.46386 1.08363  -0.0003
19 N -2.56417 -3.17815 0.92327  -0.0006
20 C -3.23632 -2.03871 1.18231  -0.0002
21 C -2.75589 -0.77929 0.99939  -0.0334
22 C -3.68996 0.32339 1.41445  0.0120
23 O -4.83701 0.06006 1.69235  0.0414
24 O -3.18447 1.51829 1.58236  0.3257
25 C -1.45746 -0.60660 0.43162  -0.0027
26 O -0.94695 0.46958 0.08208  0.0646
27 C -0.69272 -1.84598 0.22813  0.0225
28 C 0.62940 -1.75911 -0.20852  0.0058
29 C 1.36230 -2.89180 -0.40508  0.0001
30 F 2.65975 -2.77469 -0.75553  0.0001
31 C 0.81198 -4.16840 -0.22603  -0.0013
32 C -0.50005 -4.25334 0.20226  0.0020
33 C -1.25899 -3.10451 0.45863  -0.0017
34 N 1.53374 -5.36821 -0.46311  -0.0002
35 C 1.71898 -6.30937 0.62890  0.0000
36 C 1.47282 -7.72552 0.08453  0.0000
37 N 1.71335 -7.68658 -1.40404  0.0000
38 C 2.94425 -6.88641 -1.72205  0.0002
39 C 2.64965 -5.40864 -1.40082  0.0000
40 H -4.25781 -5.97907 -0.07363  -0.0001
41 H -2.94121 -5.17980 -0.94723  0.0001
42 H -4.47066 -4.34044 -0.69536  -0.0004
43 H -2.59075 -5.15735 1.59769  0.0000
44 H -4.09206 -4.28665 1.75641  0.0002
45 H -4.24694 -2.14617 1.55828  0.0039
46 H 1.07472 -0.78538 -0.36668  -0.0026
47 H -0.94150 -5.23478 0.31629  0.0003
48 H 1.02099 -6.09929 1.43382  -0.0001
49 H 2.72966 -6.23342 1.04809  0.0000
50 H 0.44834 -8.05980 0.23287  0.0000
51 H 2.15399 -8.45993 0.50848  0.0000
52 H 0.91610 -7.21409 -1.83456  0.0000
53 H 1.77155 -8.62943 -1.78646  0.0000
54 H 3.19858 -7.03499 -2.76787  0.0000
55 H 3.74269 -7.29562 -1.10702  0.0000
56 H 2.37148 -4.87143 -2.30615  0.0000
57 H 3.56444 -4.95829 -1.01258  0.0000
58 C 2.01121 5.80061 0.19794  0.0019
59 C 2.79774 4.85818 -0.70712  -0.0025
60 C 2.52421 3.34750 -0.49173  0.0182
61 C 3.33247 2.53476 -1.50924  0.0009
62 C 3.09606 1.03250 -1.39569  0.0001
63 C 3.00164 2.99482 0.90952  -0.0012
64 O 4.17081 2.93437 1.20423  -0.0001
65 N 2.02869 2.75963 1.86511  0.0055
66 C 0.67078 2.77304 1.63101  -0.0087
67 O -0.13784 2.53472 2.52696  0.0498
68 N 0.22549 3.04141 0.38567  0.2382
69 C 1.03056 3.11859 -0.72757  -0.0202
70 O 0.57264 3.10147 -1.84559  0.0081
71 H 2.29735 6.83333 -0.00006  0.0001
72 H 2.20585 5.60558 1.25601  -0.0003
73 H 0.93530 5.71890 0.02768  -0.0004
74 H 3.86948 5.00533 -0.56397  0.0005
75 H 2.56944 5.06819 -1.75299  0.0002
76 H 4.38593 2.76838 -1.35484  0.0005
77 H 3.04649 2.88064 -2.50186  0.0007
78 H 3.41292 0.65089 -0.41965  0.0000
79 H 3.66110 0.49461 -2.15775  0.0000
80 H 2.03810 0.80152 -1.54952  0.0011
81 H 2.33348 2.55772 2.80692  0.0005

No. 3
This record from the OMol25 dataset describes C31H32IrN6O2S2Sb as an isolated structure. The level of theory is ωB97M-V/def2-TZVPD.

As for the charge: +2. As for the HOMO-LUMO gap (spin up / spin down): 0.27881 / 0.20993 hartree. The LUMO energy (spin up / spin down) comes out at -5.14 / -7.47 eV. The calculation puts the energy above the lowest of the compared OMol25 structures with the same formula, charge and spin at 1.9 kJ/mol. The value obtained for the calculated total energy is -2819.90429 hartree. The spin multiplicity is 5.

Each line ends with the Mulliken spin population.
CARTESIAN COORDINATES (ANGSTROEM)
1 Ir -0.50921 -0.23295 -0.18044  2.2022
2 C 1.52752 -0.06017 2.58305  0.0220
3 C 0.08605 -0.09953 2.98535  -0.0261
4 C -0.22787 -0.01528 4.34352  0.0040
5 C -1.54131 -0.02683 4.75018  -0.0062
6 C -2.53028 -0.13158 3.77738  0.0068
7 C -2.17083 -0.21640 2.44651  -0.0016
8 N -0.87894 -0.19600 2.05953  0.1375
9 Sb -3.83791 -0.38055 1.09489  0.0342
10 C -3.28730 1.12811 -0.34887  -0.0136
11 C -4.29020 2.00978 -0.70195  0.0060
12 C -4.05703 2.95124 -1.69801  -0.0020
13 C -2.83426 2.94872 -2.33161  -0.0011
14 C -1.85440 2.03313 -1.94745  -0.0122
15 C -0.55030 1.99450 -2.67938  0.0734
16 N -2.07656 1.16652 -0.94731  0.1259
17 C -3.17408 -2.02126 -0.11407  -0.0151
18 C -3.98885 -3.13210 -0.21373  0.0017
19 C -3.63964 -4.14497 -1.10024  -0.0024
20 C -2.51721 -3.98350 -1.88349  -0.0055
21 C -1.74120 -2.83229 -1.74714  0.0068
22 C -0.58184 -2.58947 -2.66154  -0.0028
23 N -2.05702 -1.89694 -0.84576  0.1312
24 H 2.13134 -0.58130 3.32520  -0.0002
25 H 1.69388 -0.51649 1.61334  0.0067
26 H 1.88139 0.97186 2.54716  0.0015
27 H 0.57677 0.05299 5.06265  0.0009
28 H -1.79873 0.03518 5.79866  0.0001
29 H -3.57473 -0.14898 4.06071  0.0007
30 H -5.25416 1.95933 -0.21310  -0.0002
31 H -4.82987 3.64911 -1.99092  -0.0001
32 H -2.62542 3.63389 -3.14152  0.0009
33 H -0.69420 2.30099 -3.71405  0.0043
34 H 0.17357 2.68022 -2.23462  -0.0017
35 H -0.11977 0.99263 -2.67454  -0.0109
36 H -4.89001 -3.20866 0.38011  0.0001
37 H -4.25211 -5.03166 -1.19257  -0.0002
38 H -2.23621 -4.73002 -2.61312  0.0008
39 H -0.06279 -3.51833 -2.89414  0.0008
40 H -0.94334 -2.17390 -3.60451  0.0046
41 H 0.13408 -1.88855 -2.23527  0.0386
42 O 3.66471 -1.41991 -1.77767  0.0189
43 C 4.32416 -0.26293 -1.63410  0.0285
44 C 5.67398 -0.24564 -1.98664  -0.0143
45 C 6.40065 0.91401 -1.85002  0.0276
46 C 5.81508 2.08988 -1.35713  -0.0026
47 C 4.49228 2.08450 -1.00651  0.0214
48 C 3.71346 0.91199 -1.13578  0.0317
49 C 2.32661 0.90753 -0.76080  -0.0477
50 O 1.58369 -0.09939 -0.92562  0.1815
51 N 1.81787 2.06943 -0.20572  0.4833
52 N 0.62477 1.89372 0.32859  0.1614
53 C 0.11962 3.04878 0.76729  0.1073
54 S -1.34924 3.05730 1.65712  0.1222
55 C -1.13929 4.76734 2.24038  -0.0013
56 C -0.46761 5.54849 1.12946  -0.0003
57 S 0.90258 4.54556 0.47681  0.0949
58 H 2.73289 -1.27376 -1.53488  -0.0051
59 H 6.12244 -1.15208 -2.36654  0.0001
60 H 7.44485 0.91639 -2.13251  0.0008
61 H 6.40559 2.98866 -1.25902  0.0005
62 H 4.01861 2.97872 -0.62956  0.0012
63 H -0.52916 4.74546 3.14330  0.0057
64 H -2.12250 5.16782 2.48143  0.0000
65 H -0.05019 6.48409 1.49724  0.0005
66 H -1.15834 5.76221 0.31388  0.0049
67 C 0.72182 -5.73715 0.51636  -0.0006
68 C 1.67757 -4.58066 0.80720  -0.0001
69 C 1.05095 -3.28817 0.55688  -0.0103
70 N 0.54861 -2.27539 0.36514  0.0812
71 H 1.22668 -6.67863 0.71926  0.0000
72 H 0.41298 -5.73495 -0.52767  0.0001
73 H -0.16573 -5.68092 1.14356  0.0001
74 H 2.57131 -4.62450 0.18070  -0.0004
75 H 2.01124 -4.57832 1.84668  -0.0006

> Which of these has the lowest charge?

C31H32F6N2O4S6Sc

> Look up the charge of the first one.

-1